[1]
9
Properties=species:S:1:pos:R:3:forces:R:3:mulliken_charge:R:1 method="wB97M-V/def2-TZVPD" homo_ha=-0.3822 relative_energy_ev=2.800 total_charge=0 smiles="N#CC(=O)CO" gap_ha=0.362 lumo_energy_ev=-0.5
N 2.25807 1.34773 -0.34004 0.076 -0.537 0.402 -0.36
C 1.77030 0.32657 -0.10734 1.207 0.583 -0.767 0.14
C 0.72034 -0.66752 -0.10840 -3.163 4.455 1.404 0.57
O 0.68405 -1.81531 -0.28348 0.123 -2.086 -0.370 -0.41
C -0.69140 0.38040 0.22978 2.216 -0.860 -3.575 -0.42
O -1.83497 -0.30869 -0.12314 -0.429 -0.359 0.454 -0.49
H -0.54690 0.72369 1.23940 -0.277 -0.026 0.660 0.33
H -0.59515 1.28448 -0.52601 0.009 -1.764 1.666 0.30
H -1.76434 -1.27135 0.01923 0.238 0.595 0.126 0.34

[2]
10
Properties=species:S:1:pos:R:3:forces:R:3:mulliken_charge:R:1 method="wB97M-V/def2-TZVPD" homo_ha="-0.5562 / -0.4809" relative_energy_ev=6.271 total_charge=+1 gap_ha="0.353 / 0.210" lumo_energy_ev="-5.5 / -7.4"
C -0.66161 0.37635 0.05541 -0.903 2.194 -2.153 -0.09
C 1.75090 -0.07417 -0.09858 0.813 -4.365 -3.515 -0.80
N -3.63645 0.05861 0.62592 0.495 -0.097 -1.193 0.38
N 0.36216 -0.22983 0.42552 1.644 -1.574 2.771 -0.08
O -4.02475 -0.09879 -0.39888 0.185 0.160 1.025 0.05
H -0.46648 1.14524 -0.80298 -0.702 -1.200 1.308 0.28
H 2.61428 -0.74818 0.31081 -2.355 0.835 -0.111 0.30
H 2.16458 0.86801 -0.11813 0.084 2.485 0.345 0.35
H 1.65189 -0.42567 -1.25646 0.403 0.890 2.730 0.31
H 0.24549 -0.87157 1.25736 0.337 0.672 -1.208 0.31

[3]
18
Properties=species:S:1:pos:R:3:forces:R:3:mulliken_charge:R:1 method="wB97M-V/def2-TZVPD" homo_ha=-0.2859 relative_energy_ev=4.631 total_charge=0 gap_ha=0.292 lumo_energy_ev=0.2
C 1.12409 -0.31173 1.79728 0.139 -0.113 0.159 -1.04
C 1.19924 1.10049 -0.10444 -0.066 0.124 -0.165 -0.77
N -0.02790 0.73601 -0.50674 0.230 -0.042 0.115 0.16
C -1.00762 0.81674 0.50040 -0.234 0.115 -0.122 -0.94
C -0.07394 -0.31670 -1.48573 0.207 -0.123 -0.230 0.87
O 0.87981 -0.51963 -2.19501 -0.419 0.108 0.258 -0.54
C -1.33945 -1.13106 -1.56015 -0.012 -0.059 -0.047 -1.30
H 1.94189 0.28015 2.21417 -0.104 -0.067 -0.070 0.27
H 1.54334 -1.10219 1.16704 -0.051 0.112 0.110 0.27
H 0.62854 -0.80665 2.64478 0.030 0.114 -0.088 0.35
H 2.03933 0.81245 -0.72242 -0.110 0.004 0.086 0.33
H 1.27232 1.97282 0.53161 -0.027 -0.166 -0.051 0.37
H -1.04367 1.80871 0.95344 0.036 -0.152 -0.032 0.27
H -1.99486 0.46804 0.21024 0.151 0.037 0.024 0.34
H -0.08202 0.17416 1.39279 0.083 -0.039 0.062 0.33
H -1.17542 -1.92693 -2.28648 -0.023 0.137 0.075 0.32
H -2.18675 -0.51551 -1.87753 0.123 -0.058 0.057 0.36
H -1.58078 -1.56406 -0.58527 0.047 0.069 -0.141 0.36

[4]
14
Properties=species:S:1:pos:R:3:forces:R:3:mulliken_charge:R:1 method="wB97M-V/def2-TZVPD" homo_ha="-0.3331 / -0.2606" relative_energy_ev=4.494 total_charge=0 gap_ha="0.306 / 0.195" lumo_energy_ev="-0.7 / -1.8"
C -1.36929 -1.54990 1.70431 -0.742 -1.624 1.542 -0.26
C -0.60818 -1.99435 0.47108 1.993 -0.621 1.243 -0.40
C 0.98095 2.54636 -1.67978 3.411 0.269 -1.537 -0.85
O -1.29427 -0.23900 1.95217 0.013 -0.108 0.302 -0.34
P -1.00687 0.45967 -1.53346 -0.278 0.419 0.220 0.11
S -1.50602 -1.47237 -0.97947 0.505 0.100 -0.855 -0.14
S 0.98905 0.86672 -1.02948 -0.259 -0.393 0.020 -0.06
H -2.43403 -1.96290 1.58742 0.868 0.656 0.533 0.30
H -0.93210 -2.14779 2.70340 -0.816 1.454 -2.120 0.26
H 0.49545 -1.59004 0.64259 -2.146 -1.107 -1.061 0.19
H -0.71580 -3.12409 0.40522 0.749 1.260 0.147 0.29
H 0.05480 2.98916 -1.78506 -2.187 0.693 0.198 0.33
H 1.45467 2.62604 -2.72268 -0.612 -0.540 1.384 0.29
H 1.63033 3.19037 -1.05694 -0.498 -0.459 -0.016 0.29

[5]
99
Properties=species:S:1:pos:R:3:forces:R:3:mulliken_spin:R:1 method="wB97M-V/def2-TZVPD" multiplicity=2 homo_ha="-0.3861 / -0.3847" relative_energy_ev=1.355 total_charge=+1 gap_ha="0.286 / 0.220" lumo_energy_ev="-2.7 / -4.5"
Ir -1.07461 0.30650 -0.61409 -2.011 0.560 0.588 -0.16
O -3.32799 2.57668 2.46672 -0.029 -0.048 -0.016 0.00
C -4.14647 3.22352 1.58850 0.060 -0.010 0.046 0.00
C -5.28662 3.87199 2.05702 0.013 0.014 -0.014 0.00
C -6.12406 4.54569 1.19019 0.001 0.009 0.011 0.00
C -5.83227 4.58944 -0.16804 0.009 0.005 0.013 0.00
C -4.70670 3.94371 -0.63407 0.006 0.016 -0.001 0.00
C -3.84581 3.24392 0.22093 -0.060 0.019 -0.096 0.00
C -2.71175 2.51557 -0.38337 0.338 0.234 -0.091 0.01
O -1.96881 1.76979 0.37929 -0.571 0.447 0.520 0.10
N -2.50062 2.63009 -1.66919 -0.026 -0.183 0.092 0.00
N -1.45566 1.80488 -2.05219 0.477 -0.131 -0.312 0.02
C -0.99691 1.97738 -3.23878 -0.042 -0.127 0.147 0.00
C 0.14884 1.16280 -3.67054 -0.247 0.271 0.301 0.01
C 0.56229 1.01059 -4.98591 -0.028 -0.028 -0.049 0.00
C 1.65137 0.18257 -5.22345 -0.060 0.039 -0.011 0.00
C 2.27193 -0.44002 -4.15125 0.041 -0.089 0.056 0.01
C 1.78124 -0.21062 -2.87118 -0.123 0.066 -0.348 -0.01
N 0.75005 0.58429 -2.64155 1.079 -0.123 -0.363 -0.01
H -3.65232 2.74149 3.35944 0.001 0.011 0.005 0.00
H -5.50696 3.84637 3.11876 -0.001 -0.001 -0.002 0.00
H -7.00385 5.04159 1.57858 0.004 0.006 -0.006 0.00
H -6.47579 5.12443 -0.85202 -0.003 -0.005 0.001 0.00
H -4.46062 3.96718 -1.68604 -0.004 -0.022 0.000 0.00
H -1.45723 2.72839 -3.87117 0.002 0.014 -0.001 0.00
H 0.04467 1.51711 -5.79003 0.011 -0.020 -0.018 0.00
H 2.00374 0.01896 -6.23311 0.016 0.025 0.003 0.00
H 3.12096 -1.09426 -4.29691 -0.007 0.005 -0.030 0.00
H 2.21152 -0.68955 -2.00351 0.037 -0.054 0.007 0.00
O -1.38589 -0.99354 0.93540 -0.013 -0.584 0.413 -0.02
C -2.71074 -0.74493 1.42990 0.054 -0.072 -0.129 0.02
C -3.65249 -0.62520 0.25656 0.052 -0.004 -0.006 -0.01
C -5.01976 -0.79599 0.35076 -0.007 -0.043 -0.025 0.00
C -5.79556 -0.62972 -0.78496 -0.019 -0.017 0.012 0.00
C -5.18319 -0.32834 -1.99151 0.010 -0.011 -0.002 0.00
C -3.81232 -0.17762 -2.01772 0.043 -0.113 -0.066 0.00
N -3.07163 -0.30803 -0.91427 0.212 0.079 0.108 0.00
H -1.44019 -1.94448 0.43963 0.223 0.043 -0.027 0.00
H -2.70604 0.19257 1.98449 0.043 0.008 0.032 -0.01
H -2.98455 -1.56560 2.09396 -0.118 -0.001 -0.053 0.00
H -5.46347 -1.06006 1.30095 -0.002 0.013 0.001 0.00
H -6.86967 -0.74698 -0.73240 0.002 -0.001 0.004 0.00
H -5.75380 -0.20620 -2.90035 0.004 -0.010 -0.001 0.00
H -3.27757 0.04489 -2.93110 0.008 0.057 0.022 0.00
C 4.87662 2.47426 0.24884 -0.034 -0.021 -0.008 0.02
Si 4.39753 1.99933 1.99566 -0.043 0.008 0.127 0.01
C 5.87903 1.33566 2.92907 0.057 0.045 -0.022 0.00
C 3.67798 3.49032 2.87025 -0.001 0.005 0.011 0.00
Si 2.79748 0.27052 1.93887 -0.236 0.114 -0.157 0.04
Te 0.88614 1.55322 0.77892 0.349 -0.452 -0.553 0.86
Si 1.77716 -0.19942 4.01692 0.072 0.041 0.137 0.06
C 0.43201 -1.47634 3.79012 0.011 -0.045 0.024 -0.04
C 3.09409 -0.85667 5.17625 0.045 0.032 -0.020 0.00
C 1.03800 1.37869 4.70524 -0.024 -0.009 -0.008 0.02
Si 3.55229 -1.61930 0.77304 -0.022 -0.138 -0.106 0.00
C 4.54091 -1.06901 -0.72823 0.016 0.039 0.027 0.00
C 4.72334 -2.58737 1.86975 -0.073 0.053 0.163 0.00
C 2.07279 -2.67224 0.30978 0.049 0.011 -0.085 0.00
H 5.52569 3.35310 0.27066 -0.007 0.003 -0.008 0.00
H 3.99557 2.72113 -0.34877 0.021 0.030 -0.014 -0.01
H 5.41380 1.67242 -0.25771 0.000 -0.001 -0.013 0.00
H 6.64530 2.11157 3.00676 0.017 -0.025 0.008 0.00
H 6.32421 0.47903 2.41864 0.005 0.003 0.002 0.00
H 5.61527 1.02541 3.94169 -0.005 0.002 -0.006 0.00
H 4.35179 4.34415 2.76354 -0.002 0.000 0.015 0.00
H 3.54090 3.30294 3.93646 0.009 0.001 -0.003 0.00
H 2.71020 3.77492 2.45216 0.011 0.022 0.001 0.00
H 0.84288 -2.44665 3.50361 -0.007 0.003 -0.012 0.00
H -0.27051 -1.16768 3.01818 -0.049 -0.012 -0.048 0.04
H -0.11598 -1.60838 4.72728 0.025 0.000 0.003 0.00
H 3.56104 -1.76108 4.78223 0.008 0.008 0.011 0.00
H 2.65886 -1.10369 6.14792 -0.025 0.008 -0.013 0.00
H 3.88014 -0.11775 5.34458 0.004 -0.015 0.005 0.00
H 0.36678 1.85265 3.98523 -0.017 0.020 0.031 -0.01
H 1.81040 2.10157 4.97123 -0.012 0.009 -0.014 0.00
H 0.46225 1.15693 5.60773 0.011 -0.002 0.002 0.00
H 5.51315 -0.68843 -0.40730 0.019 -0.054 0.027 0.00
H 4.06285 -0.27108 -1.29375 0.024 0.007 -0.031 0.00
H 4.72308 -1.91510 -1.39666 -0.014 0.016 -0.008 0.00
H 5.58130 -1.97878 2.16284 0.003 -0.016 0.018 0.00
H 5.10336 -3.46900 1.34820 -0.024 0.020 -0.047 0.00
H 4.22796 -2.93012 2.78044 0.027 -0.024 -0.003 0.00
H 1.31238 -2.08891 -0.21232 -0.023 0.024 -0.034 0.00
H 1.60497 -3.10363 1.19690 0.013 0.007 0.014 0.00
H 2.37621 -3.49524 -0.34371 -0.017 -0.002 0.015 0.00
I -1.66739 -6.04289 -6.83040 -0.006 -0.053 -0.082 0.00
C -1.47333 -4.90020 -5.10708 0.019 0.083 0.127 0.00
C -1.16154 -3.54965 -5.21024 0.006 -0.012 -0.033 0.00
C -1.03371 -2.78940 -4.06022 0.058 -0.030 0.008 0.00
C -1.22758 -3.37293 -2.81247 -0.085 -0.130 0.025 0.00
C -1.53870 -4.72502 -2.71697 -0.019 0.025 -0.053 0.00
C -1.65609 -5.49301 -3.86367 -0.001 -0.029 -0.020 0.00
C -1.14498 -2.55109 -1.57938 0.380 0.315 0.276 0.00
O -1.58057 -2.99606 -0.49140 -0.056 0.102 0.058 0.00
O -0.59645 -1.40284 -1.71179 0.189 -0.244 -0.463 0.02
H -1.01874 -3.09866 -6.18272 0.002 0.005 0.003 0.00
H -0.77555 -1.73978 -4.12254 -0.009 0.005 0.000 0.00
H -1.68721 -5.16601 -1.74066 -0.011 0.004 -0.002 0.00
H -1.89211 -6.54573 -3.79340 0.000 0.002 0.006 0.00

[6]
30
Properties=species:S:1:pos:R:3:forces:R:3:mulliken_charge:R:1 method="wB97M-V/def2-TZVPD" homo_ha=-0.4284 relative_energy_ev=0.000 total_charge=+1 smiles="C=C([NH2+]CCn1cccc1Br)C1CC1" gap_ha=0.316 lumo_energy_ev=-3.0
C 0.47920 -0.91240 -1.37961 1.104 -1.448 -1.493 -1.04
C 1.14175 -0.63026 -0.27147 -0.457 -1.767 -1.971 0.13
N 0.44085 0.09590 0.79233 4.305 -0.635 2.726 0.22
C -0.67627 -0.55456 1.52001 -1.086 -2.480 1.142 -0.23
C -1.84373 0.40896 1.86862 3.145 1.387 -2.775 -1.12
N -2.25865 1.09065 0.65194 0.339 1.512 -1.276 0.17
C -1.64013 2.12851 -0.06389 0.542 -0.232 -0.196 -0.68
C -2.18738 2.22803 -1.36142 1.490 0.285 3.498 -0.59
C -3.23514 1.34225 -1.42553 -1.117 -2.255 -1.426 -0.42
C -3.16225 0.66061 -0.21610 -3.545 -3.049 -0.655 0.19
Br -4.27452 -0.91269 0.31249 0.924 1.438 -0.635 -0.16
C 2.45509 -1.23379 0.06604 0.248 -0.466 0.751 -0.20
C 3.44980 -1.71009 -1.00809 -1.825 3.897 -1.379 -0.80
C 3.75989 -0.44494 -0.15532 -0.935 -1.472 1.225 -0.51
H -0.54569 -0.64187 -1.52696 -0.440 0.382 -0.242 0.34
H 0.98553 -1.58199 -2.19171 -1.100 1.505 1.689 0.27
H 0.18278 0.99302 0.47538 -0.733 1.638 -0.861 0.24
H 1.35286 0.24192 1.41414 -2.687 0.110 -0.675 0.59
H -0.32617 -0.98321 2.50880 -0.033 0.457 -1.260 0.33
H -0.98864 -1.44031 0.88093 0.124 1.246 0.735 0.34
H -2.67194 -0.05276 2.24470 -1.837 -1.500 1.327 0.50
H -1.43160 1.14040 2.52717 -0.092 0.648 0.730 0.34
H -0.85939 2.67056 0.43912 0.043 0.484 -0.099 0.66
H -1.75618 2.89839 -2.02483 0.160 1.087 -1.394 0.51
H -3.82881 1.05332 -2.37846 0.910 0.587 2.235 0.35
H 2.32020 -1.86643 0.99938 0.659 0.606 -1.131 0.43
H 3.21907 -1.36647 -2.09325 0.207 -1.108 1.985 0.29
H 3.89170 -2.66703 -0.89747 0.728 -0.349 0.297 0.29
H 4.43251 -0.55981 0.66901 0.544 -0.058 0.163 0.30
H 3.57527 0.60609 -0.37598 0.412 -0.451 -1.033 0.27

[7]
43
Properties=species:S:1:pos:R:3:forces:R:3:mulliken_charge:R:1 method="wB97M-V/def2-TZVPD" homo_ha=-0.4932 total_charge=+1 gap_ha=0.325 lumo_energy_ev=-4.6
C 1.99496 -0.14150 -0.08814 0.188 0.004 0.033 -0.88
C 2.73997 0.99220 -0.82767 -0.255 -0.010 0.501 -0.37
C 2.87384 2.29796 -0.00922 0.051 -0.121 -0.276 -0.90
C 2.02471 3.49011 -0.49420 0.144 0.127 0.477 -0.76
C 0.71558 3.73521 0.28954 0.083 0.140 -0.258 -0.75
C -0.58443 3.48626 -0.48986 -0.314 -0.134 0.193 -1.54
C -0.76023 2.07464 -0.96164 -0.036 -0.053 -0.039 0.74
C -0.46763 1.67026 -2.24121 0.019 -0.024 -0.089 -0.03
C -0.68215 0.33347 -2.63320 -0.069 0.030 0.156 0.06
Br -0.29927 -0.21891 -4.36789 0.035 0.000 -0.048 -0.07
N -1.16328 -0.57614 -1.82157 0.150 0.066 -0.084 -0.92
N -1.41430 -0.15361 -0.59985 -0.210 -0.004 0.535 0.68
C -1.24671 1.06745 -0.09955 0.084 0.134 -0.093 0.10
N -1.54262 1.30910 1.24971 -0.004 -0.370 -0.121 -0.43
H 1.51610 0.21888 0.82846 -0.109 0.033 -0.116 0.21
H 2.69572 -0.91530 0.23018 -0.081 -0.002 -0.002 0.42
H 1.25198 -0.63202 -0.71938 0.033 -0.040 0.029 0.05
H 2.22362 1.21134 -1.76555 0.204 -0.022 -0.085 0.24
H 3.74109 0.63352 -1.06211 -0.086 0.022 -0.255 0.47
H 3.92235 2.59911 -0.02447 -0.050 0.034 -0.004 0.35
H 2.63850 2.09493 1.04001 0.072 0.043 -0.024 0.45
H 1.83990 3.41897 -1.57055 -0.005 -0.022 0.018 0.46
H 2.63563 4.38460 -0.35733 -0.055 -0.004 -0.142 0.37
H 0.67984 4.78539 0.58670 -0.050 -0.074 0.057 0.32
H 0.70972 3.15827 1.21679 -0.049 -0.044 -0.064 0.56
H -1.42652 3.71864 0.16742 0.051 0.033 -0.033 0.42
H -0.66808 4.15301 -1.35026 0.173 -0.036 -0.002 0.44
H -0.07110 2.37544 -2.96138 -0.047 -0.036 -0.002 0.51
H -1.76703 -0.87067 0.04176 0.153 -0.229 -0.093 0.18
H -2.54419 1.36584 1.41293 0.036 0.239 0.053 0.28
H -1.17014 0.57946 1.85126 -0.039 0.005 0.014 0.31
C -1.95473 -4.94444 2.36081 -0.040 0.104 0.097 -1.38
C -1.93717 -3.93815 1.22553 0.128 -0.284 -0.015 0.40
C -1.07656 -4.40403 0.06345 0.013 0.153 -0.038 -1.16
O -1.47679 -2.65974 1.70603 -0.059 0.433 -0.296 -0.51
H -0.94424 -5.09583 2.75012 0.014 -0.044 -0.048 0.37
H -2.57863 -4.58980 3.18055 -0.023 -0.008 -0.017 0.34
H -2.33767 -5.90715 2.02371 0.013 -0.003 -0.011 0.39
H -2.95649 -3.76167 0.87843 -0.003 0.086 0.033 0.27
H -0.04145 -4.54059 0.38825 -0.013 -0.059 0.023 0.33
H -1.07857 -3.66906 -0.74405 -0.029 -0.020 -0.016 0.24
H -1.43578 -5.35221 -0.33516 0.002 -0.007 0.008 0.39
H -0.57770 -2.78323 2.03258 -0.020 -0.040 0.045 0.34

[8]
22
Properties=species:S:1:pos:R:3:forces:R:3:mulliken_charge:R:1 method="wB97M-V/def2-TZVPD" homo_ha="-0.4457 / -0.4259" relative_energy_ev=1.650 total_charge=+1 gap_ha="0.315 / 0.286" lumo_energy_ev="-3.6 / -3.8"
C 0.87931 -1.50317 -2.13534 -0.438 -3.190 0.937 -1.13
C 1.99269 -1.58055 0.15962 0.047 -0.725 1.843 -1.24
C -1.29440 1.77503 2.09559 -4.000 -2.701 -0.908 -0.91
C -0.33111 1.26590 -0.19473 -1.089 -0.536 0.018 -0.22
C 0.77022 -1.40818 -0.57440 0.257 -0.239 -2.606 0.54
N -1.52907 1.47661 -0.86265 0.410 0.169 -0.888 -0.43
N -0.60236 0.79609 1.19338 2.608 0.860 0.313 -0.01
Br -0.72708 -2.10647 0.30633 -0.808 -0.753 -0.371 -0.09
H 0.13266 -0.87496 -2.51975 -1.060 0.758 -0.962 0.34
H 0.58645 -2.63207 -2.42503 0.581 2.430 0.515 0.29
H 1.84786 -1.30609 -2.66628 -0.644 0.044 1.239 0.35
H 2.57077 -2.50154 0.13613 -0.497 -0.862 -0.586 0.34
H 1.80519 -1.49964 1.24365 0.579 0.788 -0.244 0.39
H 2.62732 -0.92987 -0.35036 1.670 1.716 0.134 0.33
H -0.69530 2.40521 2.59266 2.398 1.857 1.987 0.38
H -1.95674 2.34650 1.47264 0.098 0.466 -0.714 0.37
H -2.11209 1.24969 2.71651 1.952 0.440 -0.370 0.32
H 0.49819 1.96369 -0.23289 -0.269 0.008 -0.162 0.43
H -2.10899 0.63177 -0.93845 0.200 0.584 -0.135 0.24
H -1.55761 2.08062 -1.71509 0.268 -0.937 1.202 0.26
H 0.34926 0.38344 1.44600 -1.321 1.115 0.531 0.32
H -1.14519 -0.03201 1.25247 -0.942 -1.292 -0.774 0.13

[9]
14
Properties=species:S:1:pos:R:3:forces:R:3:mulliken_charge:R:1 method="wB97M-V/def2-TZVPD" homo_ha=-0.2311 relative_energy_ev=4.214 total_charge=0 gap_ha=0.262 lumo_energy_ev=0.9
C -0.54568 -0.17384 0.07395 1.070 0.929 -0.677 -0.16
C 0.68193 0.47506 -0.32560 -1.947 -0.581 0.316 -0.34
C -1.84063 0.57692 0.00080 -0.161 0.063 0.264 -1.18
N 1.88191 -0.38705 0.80326 -1.509 -0.096 -0.775 -0.70
O -0.65589 -1.51118 -0.40075 0.267 -0.206 -0.373 -0.45
H -0.60104 -1.52191 -1.37271 -0.186 -0.013 0.155 0.26
H 0.97454 -0.61929 1.37267 2.022 0.758 -0.340 0.47
H 2.63822 0.26412 1.01512 -0.280 -0.605 0.747 0.34
H 2.15430 -1.19406 0.24463 0.241 0.144 0.395 0.35
H 1.13504 0.24896 -1.29674 0.429 -0.277 0.222 0.25
H 0.75070 1.53277 -0.07696 0.031 -0.149 0.070 0.30
H -1.73726 1.59556 0.38646 0.013 -0.048 -0.049 0.31
H -2.59984 0.07328 0.60482 -0.030 0.073 -0.059 0.28
H -2.23630 0.64066 -1.02894 0.037 0.009 0.105 0.26